Record 1
The following is a quantum chemistry calculation of a 2-piece molecular cluster, CH2BrN3 overall, from the Open Molecules 2025 dataset.

The HOMO energy (spin up / spin down) comes out at -7.70 / -8.09 eV. The total energy is -2777.42803 Ha. Its gap between HOMO and LUMO (spin up / spin down) is 8.22 / 8.29 eV.

XYZ file:
```
7
Properties=species:S:1:pos:R:3:forces:R:3:mulliken_charge:R:1
C -1.697 0.189 0.004 0.048 -2.708 0.133 0.3121
N -0.622 -1.809 0.045 -0.620 1.921 -0.034 -0.2319
N -0.916 1.093 0.030 1.390 -2.424 -0.004 -0.3981
N 0.407 -1.246 -0.034 -2.085 1.827 -0.134 -0.0737
Br -3.519 -0.127 0.001 -0.933 0.274 -0.046 -0.0827
H -1.147 2.011 -0.019 -0.817 3.529 -0.086 0.2440
H 1.213 -1.758 0.038 3.016 -2.419 0.172 0.2302
```
Positions in Å, forces in eV/Å.


Record 2
The following is a quantum chemistry calculation of a 2-piece molecular cluster, CH2BrNO overall, from the Open Molecules 2025 dataset.

The HOMO energy comes out at -10.87 eV. The SMILES is N=C=O.Br. The total energy is -2743.30657 Ha. Its gap between HOMO and LUMO is 11.50 eV.

XYZ file:
```
6
Properties=species:S:1:pos:R:3:forces:R:3:mulliken_charge:R:1
N -0.029 -1.223 -0.852 -0.624 0.047 1.325 -0.4307
C -0.485 -1.213 0.281 0.639 -0.562 -0.786 0.5768
O -1.011 -1.343 1.334 0.754 0.474 -1.674 -0.4381
H 0.770 -0.962 -1.437 -0.813 -0.062 1.095 0.3049
Br 0.770 1.922 0.619 2.060 -2.179 1.489 -0.2032
H -0.015 2.819 0.055 -2.017 2.283 -1.450 0.1904
```
Positions in Å, forces in eV/Å.


Record 3
The following is a quantum chemistry calculation of a 2-piece molecular cluster, CH2BrNO overall, from the Open Molecules 2025 dataset.

The HOMO energy (spin up / spin down) comes out at -8.67 / -8.78 eV. The total energy is -2743.06916 Ha. Its gap between HOMO and LUMO (spin up / spin down) is 8.55 / 8.67 eV.

XYZ file:
```
6
Properties=species:S:1:pos:R:3:forces:R:3:mulliken_charge:R:1
C -0.659 0.031 0.010 5.598 -6.453 0.237 0.2882
N 0.627 0.326 0.068 0.457 2.126 -0.978 -0.3480
O -0.365 -2.055 0.043 -0.855 4.000 -0.135 -0.5721
Br -2.143 0.893 0.030 -1.949 1.886 0.053 0.0732
H 1.317 -0.398 -0.097 -1.024 -1.138 0.353 0.2936
H 1.223 1.203 -0.054 -2.226 -0.420 0.470 0.2650
```
Positions in Å, forces in eV/Å.


Record 4
The following is a quantum chemistry calculation of a 2-piece molecular cluster, CH2BrO2S overall, from the Open Molecules 2025 dataset.

The HOMO energy comes out at -4.03 eV. Its net charge is -1. The total energy is -3161.92218 Ha. Its gap between HOMO and LUMO is 7.40 eV.

XYZ file:
```
7
Properties=species:S:1:pos:R:3:forces:R:3:mulliken_charge:R:1
C 0.156 -0.571 -0.072 -0.162 -2.158 -3.807 -0.5686
O -1.046 1.704 -0.814 1.545 -0.176 1.182 -0.6199
O -0.526 1.154 1.520 -0.720 0.366 2.611 -0.5588
S 0.029 1.369 0.207 -1.270 -0.881 -3.461 0.4906
Br 1.907 -1.316 0.524 -0.750 0.174 0.307 -0.2188
H -0.784 -1.130 0.328 1.896 0.970 -0.401 0.3012
H 0.265 -1.210 -1.694 -0.540 1.704 3.570 0.1745
```
Positions in Å, forces in eV/Å.


Record 5
The following is a quantum chemistry calculation of a 2-piece molecular cluster, CH2BrP overall, from the Open Molecules 2025 dataset.

The HOMO energy comes out at -10.24 eV. The SMILES is C#P.Br. The total energy is -2954.59122 Ha. Its gap between HOMO and LUMO is 10.70 eV.

XYZ file:
```
5
Properties=species:S:1:pos:R:3:forces:R:3:mulliken_charge:R:1
C -1.102 -0.087 -1.329 0.235 -0.619 -1.449 -0.0419
P -1.373 -0.212 -2.847 0.010 0.321 1.255 -0.3124
H -0.723 -0.208 -0.335 -0.234 0.291 0.191 0.3575
Br 2.221 -0.023 2.148 1.035 -0.476 -0.203 -0.1858
H 0.977 0.530 2.364 -1.046 0.484 0.206 0.1826
```
Positions in Å, forces in eV/Å.


Record 6
The following is a quantum chemistry calculation of an isolated molecule of CH2Cl2FNO2S, from the Open Molecules 2025 dataset.

The HOMO energy comes out at -11.09 eV. The SMILES is NS(=O)(=O)C(F)(Cl)Cl. The total energy is -1662.91276 Ha. Its gap between HOMO and LUMO is 10.36 eV.

XYZ file:
```
10
Properties=species:S:1:pos:R:3:forces:R:3:mulliken_charge:R:1
N -0.046 -0.102 -0.092 -0.334 0.559 4.939 -0.4769
S -1.439 -0.857 0.222 -0.110 1.193 -0.169 1.0802
O -1.500 -0.941 1.637 -0.187 -0.132 0.199 -0.5809
O -1.636 -1.913 -0.677 -0.066 -1.332 -0.801 -0.5244
C -2.706 0.368 -0.334 -2.470 -1.885 0.893 0.3539
F -2.653 0.538 -1.625 0.059 -0.185 -0.754 -0.1345
Cl -4.531 -0.696 0.049 2.496 1.508 -0.506 -0.2129
Cl -2.775 1.857 0.460 0.022 0.502 0.607 -0.0621
H 0.255 0.197 -0.973 0.411 0.552 -1.265 0.2380
H 0.169 0.388 0.869 0.179 -0.781 -3.144 0.3196
```
Positions in Å, forces in eV/Å.


Record 7
The following is a quantum chemistry calculation of CH2Cl2FNS as an isolated structure, from the Open Molecules 2025 dataset.

The HOMO energy comes out at -9.80 eV. The total energy is -1512.47098 Ha. Its gap between HOMO and LUMO is 10.31 eV.

XYZ file:
```
8
Properties=species:S:1:pos:R:3:forces:R:3:mulliken_charge:R:1
C -1.054 0.214 0.158 0.238 -1.029 -0.278 0.4562
N 1.458 -0.223 -0.147 -2.534 -2.189 3.048 -0.4859
F -0.732 0.305 1.479 -0.886 -0.260 -0.418 -0.1953
S 0.055 -1.017 -0.621 0.117 1.232 0.119 0.0253
Cl -2.651 -0.504 -0.220 -0.032 0.219 0.729 -0.1605
Cl -0.983 1.829 -0.477 0.134 0.411 -0.238 -0.1273
H 1.867 -0.720 0.626 0.503 0.314 -0.063 0.2601
H 2.039 0.115 -0.798 2.460 1.303 -2.899 0.2273
```
Positions in Å, forces in eV/Å.


Record 8
The following is a quantum chemistry calculation of a 2-piece molecular cluster, CH2Cl2FP overall, from the Open Molecules 2025 dataset.

The HOMO energy (spin up / spin down) comes out at -8.53 / -8.55 eV. The total energy is -1400.85903 Ha. Its gap between HOMO and LUMO (spin up / spin down) is 7.95 / 7.95 eV.

XYZ file:
```
7
Properties=species:S:1:pos:R:3:forces:R:3:mulliken_charge:R:1
C 0.368 -0.693 0.845 -1.295 2.500 -0.363 -0.3720
F 1.524 0.013 0.844 0.317 -0.285 -0.873 -0.2100
P -1.324 0.406 -0.916 1.925 -2.035 0.973 0.3295
Cl -0.853 2.319 -0.548 0.266 0.506 0.143 -0.1400
Cl -0.116 -0.043 -2.568 -0.371 0.227 0.433 -0.1937
H 0.533 -1.754 0.614 -0.427 0.494 0.184 0.2920
H -0.132 -0.249 1.729 -0.415 -1.406 -0.496 0.2943
```
Positions in Å, forces in eV/Å.


Record 9
The following is a quantum chemistry calculation of CH2Cl2N2 as an isolated structure, from the Open Molecules 2025 dataset.

The HOMO energy comes out at -9.11 eV. The total energy is -1069.04447 Ha. Its gap between HOMO and LUMO is 9.25 eV.

XYZ file:
```
7
Properties=species:S:1:pos:R:3:forces:R:3:mulliken_charge:R:1
C -0.332 0.059 0.548 1.759 0.952 -2.669 0.0664
N -1.251 0.823 0.680 0.622 -0.003 -1.566 -0.3740
N 0.529 0.048 -1.163 -2.925 -1.206 1.645 -0.2277
Cl 2.125 0.580 -1.224 0.604 0.015 0.539 -0.0342
Cl 0.448 -1.783 -1.341 0.330 1.126 0.056 -0.1188
H 0.301 -0.644 1.022 0.212 -0.776 0.791 0.4029
H -1.820 0.918 1.478 -0.603 -0.107 1.204 0.2853
```
Positions in Å, forces in eV/Å.


Record 10
The following is a quantum chemistry calculation of an isolated molecule of CH2Cl2O2P2, from the Open Molecules 2025 dataset.

The HOMO energy comes out at -9.99 eV. The SMILES is O=PCP(=O)(Cl)Cl. The total energy is -1792.93432 Ha. Its gap between HOMO and LUMO is 8.78 eV.

XYZ file:
```
9
Properties=species:S:1:pos:R:3:forces:R:3:mulliken_charge:R:1
O -0.011 2.220 0.586 3.125 1.657 2.922 -0.3050
P -1.023 1.791 -0.299 -3.659 -1.833 -2.865 0.3839
C -1.006 -0.148 -0.239 3.129 3.103 3.902 -0.8709
P 0.759 -0.507 0.264 -0.190 -0.067 2.549 0.8919
O 1.195 -0.296 1.688 -0.802 -0.222 -2.821 -0.5452
Cl 1.849 0.439 -1.181 -0.086 -0.379 0.227 -0.1919
Cl 0.881 -2.479 -0.222 0.214 0.114 -0.181 -0.2214
H -1.040 -0.501 -1.167 -1.047 -1.890 -3.775 0.4589
H -1.604 -0.520 0.568 -0.684 -0.484 0.041 0.3996
```
Positions in Å, forces in eV/Å.


Record 11
The following is a quantum chemistry calculation of a 2-piece molecular cluster, CH2Cl2OSi overall, from the Open Molecules 2025 dataset.

The HOMO energy (spin up / spin down) comes out at -9.09 / -8.25 eV. The total energy is -1324.36272 Ha. Its gap between HOMO and LUMO (spin up / spin down) is 7.88 / 7.61 eV.

XYZ file:
```
7
Properties=species:S:1:pos:R:3:forces:R:3:mulliken_charge:R:1
C -1.609 -1.823 0.464 -1.793 2.519 -2.682 0.0947
O -2.063 -0.788 -0.014 1.814 -4.203 1.844 -0.2937
Si 1.046 1.375 -0.504 -0.565 1.081 -0.800 0.3827
Cl 1.542 -0.511 -0.096 -0.029 -1.254 0.451 -0.1478
Cl 2.633 2.482 0.019 1.234 0.701 0.099 -0.1996
H -1.605 -2.886 -0.123 -0.035 1.706 0.838 0.1965
H 0.055 2.151 0.255 -0.627 -0.549 0.250 -0.0329
```
Positions in Å, forces in eV/Å.


Record 12
The following is a quantum chemistry calculation of a 2-piece molecular cluster, CH2Cl3N overall, from the Open Molecules 2025 dataset.

The HOMO energy comes out at -9.65 eV. The total energy is -1474.52461 Ha. Its gap between HOMO and LUMO is 9.25 eV.

XYZ file:
```
7
Properties=species:S:1:pos:R:3:forces:R:3:mulliken_charge:R:1
C -2.064 0.231 0.817 4.795 -1.700 -0.378 0.3565
N -0.316 0.240 -0.438 -2.959 1.029 1.534 -0.5961
Cl -1.667 -0.937 2.228 -0.164 1.587 -0.931 -0.1292
Cl -2.302 1.860 1.169 0.023 0.303 0.399 -0.0532
Cl -3.182 -0.522 -0.130 -1.500 -0.521 -1.315 -0.0622
H 0.422 0.398 0.227 0.293 0.425 0.796 0.2441
H -0.150 -0.718 -0.676 -0.487 -1.124 -0.106 0.2401
```
Positions in Å, forces in eV/Å.


Record 13
The following is a quantum chemistry calculation of CH2Cl3OPS2 as an isolated structure, from the Open Molecules 2025 dataset.

The HOMO energy (spin up / spin down) comes out at -8.73 / -8.67 eV. The total energy is -2632.75368 Ha. Its gap between HOMO and LUMO (spin up / spin down) is 7.22 / 6.96 eV.

XYZ file:
```
10
Properties=species:S:1:pos:R:3:forces:R:3:mulliken_charge:R:1
C 2.200 2.033 -1.302 0.020 0.601 0.677 0.2788
O -2.438 -1.112 1.165 -0.482 0.560 0.473 -0.4455
P -1.469 -1.012 -0.146 -0.287 1.079 -0.349 0.3714
S -0.124 0.439 0.711 -0.519 -0.512 0.667 -0.2835
S -0.412 -2.755 0.188 1.025 -1.381 0.336 -0.2380
Cl 3.439 1.949 -0.130 0.784 0.324 0.110 -0.1022
Cl 1.433 3.567 -1.428 0.085 -0.067 -0.276 -0.0945
Cl 1.232 0.717 -1.216 -0.376 -0.682 -1.436 0.0604
H -2.419 -0.259 1.631 -0.267 -0.316 0.051 0.2917
H -1.441 -3.567 0.527 0.018 0.393 -0.253 0.1613
```
Positions in Å, forces in eV/Å.


Record 14
The following is a quantum chemistry calculation of an isolated molecule of CH2Cl3P, from the Open Molecules 2025 dataset.

The HOMO energy comes out at -9.07 eV. The SMILES is C=P(Cl)(Cl)Cl. The total energy is -1761.23206 Ha. Its gap between HOMO and LUMO is 9.18 eV.

XYZ file:
```
7
Properties=species:S:1:pos:R:3:forces:R:3:mulliken_charge:R:1
C 1.162 0.161 0.118 -0.125 3.067 -3.819 -0.6081
P -0.465 -0.051 0.039 0.707 -0.661 -1.321 0.6592
Cl -0.994 -0.643 1.790 -0.882 -0.707 1.661 -0.1453
Cl -1.350 1.605 -0.452 -0.424 1.428 -0.140 -0.1507
Cl -1.806 -1.253 -1.162 0.795 0.040 0.437 -0.2823
H 1.663 0.752 -0.785 -1.373 -1.173 1.967 0.2029
H 1.790 -0.572 0.452 1.302 -1.993 1.215 0.3243
```
Positions in Å, forces in eV/Å.


Record 15
The following is a quantum chemistry calculation of an isolated molecule of CH2Cl3P, from the Open Molecules 2025 dataset.

The HOMO energy comes out at -9.19 eV. The SMILES is C=P(Cl)(Cl)Cl. The total energy is -1761.21280 Ha. Its gap between HOMO and LUMO is 8.04 eV.

XYZ file:
```
7
Properties=species:S:1:pos:R:3:forces:R:3:mulliken_charge:R:1
C -1.222 -0.171 -0.018 0.159 1.440 -1.366 -0.5951
P 0.487 -0.119 0.042 -2.193 2.419 0.710 0.7012
Cl 1.258 -1.392 1.276 0.494 -0.575 1.045 -0.1054
Cl 1.172 -0.588 -1.696 0.687 -0.144 -1.312 -0.1275
Cl 1.870 1.813 0.678 -1.224 -1.844 -0.657 -0.3693
H -1.675 0.184 -1.019 1.264 -0.692 1.284 0.2133
H -1.889 0.273 0.737 0.815 -0.604 0.295 0.2829
```
Positions in Å, forces in eV/Å.


Record 16
The following is a quantum chemistry calculation of an isolated molecule of CH2Cl4P2, from the Open Molecules 2025 dataset.

The HOMO energy comes out at -9.34 eV. The SMILES is ClP1CP1(Cl)(Cl)Cl. The total energy is -2562.76890 Ha. Its gap between HOMO and LUMO is 7.23 eV.

XYZ file:
```
9
Properties=species:S:1:pos:R:3:forces:R:3:mulliken_charge:R:1
Cl 1.210 -3.086 -0.061 0.040 -0.690 0.291 -0.1343
P 0.902 -1.524 -1.270 0.522 1.623 0.496 0.2606
C 0.364 -0.221 0.019 1.443 -1.638 -0.492 -0.7411
P 2.213 0.027 -0.167 -0.035 1.197 0.380 0.5691
Cl 4.709 0.190 -0.235 -1.230 -0.624 -0.461 -0.4673
Cl 2.481 0.078 1.816 0.289 -0.421 0.697 -0.1347
Cl 2.229 1.948 -0.804 -0.280 -0.225 -0.436 -0.1550
H -0.482 0.383 -0.059 -1.041 1.445 -1.199 0.4780
H 0.158 -0.722 0.937 0.292 -0.667 0.723 0.3247
```
Positions in Å, forces in eV/Å.


Record 17
The following is a quantum chemistry calculation of a 2-piece molecular cluster, CH2Cl4P2 overall, from the Open Molecules 2025 dataset.

The HOMO energy (spin up / spin down) comes out at -9.62 / -8.04 eV. The total energy is -2562.73375 Ha. Its gap between HOMO and LUMO (spin up / spin down) is 7.25 / 4.53 eV.

XYZ file:
```
9
Properties=species:S:1:pos:R:3:forces:R:3:mulliken_charge:R:1
C -1.519 0.161 -0.085 0.166 0.121 0.574 -0.3339
P 1.575 0.275 -0.982 -0.610 0.371 -0.691 0.3910
P -0.078 0.719 0.615 -0.397 -1.515 -0.185 0.3008
Cl 1.557 -1.688 -0.859 -0.005 -0.577 -0.004 -0.0404
Cl 3.161 0.814 0.093 0.742 0.248 0.596 -0.1381
Cl -0.468 -2.867 0.981 0.066 0.364 -0.021 -0.5070
Cl -0.187 2.701 0.548 0.044 1.056 -0.018 -0.1915
H -2.386 0.794 -0.177 -0.062 0.188 -0.205 0.2934
H -1.656 -0.909 -0.134 0.056 -0.257 -0.046 0.2256
```
Positions in Å, forces in eV/Å.


Record 18
The following is a quantum chemistry calculation of a 2-piece molecular cluster, CH2ClF overall, from the Open Molecules 2025 dataset.

The HOMO energy (spin up / spin down) comes out at -10.51 / -8.60 eV. The total energy is -599.18301 Ha. Its gap between HOMO and LUMO (spin up / spin down) is 10.63 / 8.23 eV.

XYZ file:
```
5
Properties=species:S:1:pos:R:3:forces:R:3:mulliken_charge:R:1
C -0.121 0.231 -0.338 0.619 -1.917 -0.153 -0.0542
F -0.215 1.440 0.103 0.038 1.607 0.149 -0.1570
Cl -1.293 -0.818 0.291 -0.569 -0.311 -0.028 -0.0762
H 1.442 -0.904 1.315 -0.038 0.231 -0.304 0.0253
H 0.186 0.051 -1.371 -0.049 0.389 0.336 0.2621
```
Positions in Å, forces in eV/Å.


Record 19
The following is a quantum chemistry calculation of a 2-piece molecular cluster, CH2ClFO overall, from the Open Molecules 2025 dataset.

The HOMO energy (spin up / spin down) comes out at -10.41 / -9.52 eV. The total energy is -674.35002 Ha. Its gap between HOMO and LUMO (spin up / spin down) is 9.54 / 8.35 eV.

XYZ file:
```
6
Properties=species:S:1:pos:R:3:forces:R:3:mulliken_charge:R:1
C 0.366 -0.296 1.894 3.075 -0.359 -3.300 -0.1673
O -0.068 -2.075 0.592 -1.122 2.321 2.273 -0.2676
F 1.174 -2.221 0.099 1.970 -0.539 -1.025 -0.0875
Cl -0.567 0.917 1.268 -0.159 0.628 -0.506 -0.0411
H 1.519 -0.225 1.899 -2.099 -0.134 -0.706 0.2769
H -0.005 -0.695 2.723 -1.665 -1.917 3.263 0.2866
```
Positions in Å, forces in eV/Å.


Record 20
The following is a quantum chemistry calculation of a 2-piece molecular cluster, CH2ClFO2 overall, from the Open Molecules 2025 dataset.

The HOMO energy comes out at -11.74 eV. The SMILES is O=C(O)Cl.F. The total energy is -749.81807 Ha. Its gap between HOMO and LUMO is 11.70 eV.

XYZ file:
```
7
Properties=species:S:1:pos:R:3:forces:R:3:mulliken_charge:R:1
O 0.661 0.857 -1.281 -0.271 -0.203 1.297 -0.3549
C 0.047 0.595 -0.308 -0.169 1.502 0.285 0.5362
O 0.292 0.482 0.994 -2.635 -0.590 -1.143 -0.3770
Cl -1.847 0.284 -0.472 1.582 0.252 0.153 -0.2195
H 0.987 0.791 1.545 1.734 0.770 -0.413 0.3592
F 0.261 -1.811 -0.157 0.864 -1.177 0.024 -0.3281
H -0.401 -1.198 -0.321 -1.105 -0.554 -0.203 0.3841
```
Positions in Å, forces in eV/Å.